[1]
C2HNO2S2 | ωB97M-V/def2-TZVPD

```
8
Properties=species:S:1:pos:R:3:forces:R:3
S -1.66803 0.60377 2.03303 0.220 0.023 -0.149
C -0.84839 0.08322 0.73838 -0.995 0.950 2.108
O -1.28145 -0.81254 -0.11857 -0.393 -0.169 0.221
N -0.31837 -1.01478 -1.08061 2.364 1.196 -0.770
C 0.62658 -0.17171 -0.74077 0.445 -2.028 -2.084
S 2.20420 0.07997 -1.53217 -0.789 0.035 0.512
O 0.40173 0.50410 0.37534 -0.627 0.049 0.100
H 2.01850 -0.83795 -2.48930 -0.226 -0.057 0.063
```
Positions in Å, forces in eV/Å.

Results
Largest force on an atom in eV Å⁻¹: 2.94
Structure (SMILES): S=c1onc(S)o1
Orbital gap in eV: 9.6650
E_LUMO in eV: 0.3
Energy relative to the best compared isomer or geometry (same formula, charge and spin) in kcal per mole: 34.29
Total energy in eV: -29343.5414

Atomic partial charges in e from the Mulliken method, atoms 1 to 5:
1 S -0.329
2 C 0.402
3 O -0.063
4 N -0.317
5 C 0.542

---

[2]
C2HNO3 | ωB97M-V/def2-TZVPD

```
7
Properties=species:S:1:pos:R:3:forces:R:3
O -1.53343 1.93111 -0.19509 0.258 0.553 0.638
C -1.26274 0.92890 -0.70256 -1.285 1.566 -0.015
N -1.29314 -0.02833 -1.44751 -0.668 -0.722 -1.029
O -0.34765 -1.00379 -1.38203 0.252 -0.787 -0.569
C 0.49763 -0.80063 -0.37117 1.615 -0.541 1.121
O 1.47862 -1.44831 -0.20960 -0.324 0.115 -0.087
H 0.18262 0.02410 0.30683 0.153 -0.184 -0.060
```
Positions in Å, forces in eV/Å.

Results
Largest force on an atom in eV Å⁻¹: 2.04
Structure (SMILES): O=C=NOC=O
Orbital gap in eV: 10.7898
E_LUMO in eV: -0.1
Energy relative to the best compared isomer or geometry (same formula, charge and spin) in kcal per mole: 59.36
Total energy in eV: -9719.8547

Atomic partial charges in e from the Mulliken method, atoms 1 to 5:
1 O -0.351
2 C 0.599
3 N -0.204
4 O -0.107
5 C 0.233

---

[3]
C2HNO3 | ωB97M-V/def2-TZVPD

```
7
Properties=species:S:1:pos:R:3:forces:R:3
O 2.28132 0.10014 -0.17557 -5.500 -1.999 2.062
C 1.05178 -0.00296 0.13516 6.949 5.492 -1.402
O 0.14443 -0.88514 0.25928 1.599 -5.681 -0.285
C -0.97989 -0.36635 -0.16247 -3.434 1.752 0.921
N -0.91190 0.91080 -0.09284 -3.078 -0.404 -0.868
O 0.32856 1.19526 0.23547 2.496 0.486 -0.152
H -1.91430 -0.95176 -0.19904 0.968 0.354 -0.277
```
Positions in Å, forces in eV/Å.

Results
Largest force on an atom in eV Å⁻¹: 8.97
Structure (SMILES): O=c1ocno1
Orbital gap in eV: 11.3323
E_LUMO in eV: 0.6
Energy relative to the best compared isomer or geometry (same formula, charge and spin) in kcal per mole: 58.57
Total energy in eV: -9719.8888

Atomic partial charges in e from the Mulliken method, atoms 1 to 5:
1 O -0.523
2 C 0.707
3 O -0.240
4 C 0.034
5 N -0.201

---

[4]
C2HNO3P | ωB97M-V/def2-TZVPD

```
8
Properties=species:S:1:pos:R:3:forces:R:3
C -0.81353 0.47462 -0.46665 -0.526 -0.070 -0.260
C 1.67116 -0.32742 0.73342 0.506 -0.253 -0.271
N -1.15259 1.56785 -0.88872 -1.478 1.714 0.002
O 1.49164 0.66133 1.32808 -1.031 1.915 1.223
O 2.47440 -1.07696 0.31838 0.374 -1.559 -0.864
O -0.98946 -2.18617 -0.66542 -0.338 -0.531 -0.591
P -0.57086 -1.03158 0.19271 0.939 -0.534 1.173
H -2.11077 1.91832 -0.55181 1.553 -0.683 -0.413
```
Positions in Å, forces in eV/Å.

Results
Largest force on an atom in eV Å⁻¹: 2.50
Total charge: -1
Orbital gap in eV: 7.3481
E_LUMO in eV: 4.1
Energy relative to the best compared isomer or geometry (same formula, charge and spin) in kcal per mole: 0.51
Total energy in eV: -19011.8761

Atomic partial charges in e from the Mulliken method, atoms 1 to 5:
1 C 0.425
2 C 0.527
3 N -0.530
4 O -0.453
5 O -0.461

---

[5]
C2HNO3S | ωB97M-V/def2-TZVPD

```
8
Properties=species:S:1:pos:R:3:forces:R:3
O -2.74189 1.27395 -0.20249 -2.232 0.454 -0.070
C -1.61243 1.39120 -0.05919 4.952 -0.950 0.117
N -0.40138 1.23510 0.04372 -0.045 1.053 0.091
C 1.06559 1.58381 0.02366 -2.915 1.598 -0.654
O 1.48391 2.70408 -0.00655 -0.231 -0.726 0.210
S 2.03945 0.18646 -0.12719 0.272 -0.464 -0.001
O 0.92295 -0.89998 0.29218 0.449 -0.728 1.419
H 0.53986 -1.39728 -0.41406 -0.250 -0.236 -1.113
```
Positions in Å, forces in eV/Å.

Results
Largest force on an atom in eV Å⁻¹: 5.04
Structure (SMILES): O=C=NC(=O)SO
Orbital gap in eV: 10.2425
E_LUMO in eV: 0.0
Energy relative to the best compared isomer or geometry (same formula, charge and spin) in kcal per mole: 26.69
Total energy in eV: -20556.7235

Atomic partial charges in e from the Mulliken method, atoms 1 to 5:
1 O -0.387
2 C 0.556
3 N -0.299
4 C 0.534
5 O -0.440

---

[6]
C2HNO3S | ωB97M-V/def2-TZVPD

```
8
Properties=species:S:1:pos:R:3:forces:R:3
O 0.18054 2.11202 0.50670 0.324 -0.141 -0.171
C -0.03430 1.12484 -0.03861 -0.389 -0.730 -0.988
N -0.36518 -0.01716 -0.48385 1.206 3.679 4.641
O -1.14565 -0.46454 0.49414 -1.103 -1.215 2.008
H -0.41693 -0.47398 -1.27925 0.516 -1.897 -5.321
O -2.60148 1.42741 -0.59244 -0.074 0.857 0.333
C -3.25780 0.58211 -0.15705 0.367 0.124 -1.201
S -4.24985 -0.57082 0.09196 -0.847 -0.677 0.700
```
Positions in Å, forces in eV/Å.

Results
Largest force on an atom in eV Å⁻¹: 6.04
Structure (SMILES): O=C=[NH+][O-].O=C=S
Orbital gap in eV: 8.9812
E_LUMO in eV: 0.1
Energy relative to the best compared isomer or geometry (same formula, charge and spin) in kcal per mole: 92.35
Total energy in eV: -20553.8762

Atomic partial charges in e from the Mulliken method, atoms 1 to 5:
1 O -0.297
2 C 0.742
3 N 0.025
4 O -0.608
5 H 0.173

---

[7]
C2HNO4 | ωB97M-V/def2-TZVPD

```
8
Properties=species:S:1:pos:R:3:forces:R:3
O 1.71048 -0.98230 1.56073 -1.047 0.556 -0.857
C 1.03691 -0.23756 0.86137 1.604 -3.019 2.789
N 1.30724 0.50211 -0.15461 2.143 2.798 -3.992
O 0.99762 0.68140 -1.29472 -0.076 -0.626 0.479
H 0.16147 0.32730 1.05291 -2.060 0.298 1.876
O -1.68481 0.45910 0.30095 -0.285 2.287 3.634
C -1.76174 -0.09048 -0.68064 0.090 -0.121 -0.119
O -1.76716 -0.65956 -1.64599 -0.369 -2.173 -3.808
```
Positions in Å, forces in eV/Å.

Results
Largest force on an atom in eV Å⁻¹: 5.32
Structure (SMILES): O=CN=O.O=C=O
Orbital gap (spin up / spin down) in eV: 8.4996 / 8.4976
E_LUMO (spin up / spin down) in eV: -1.5 / -1.5
Energy relative to the best compared isomer or geometry (same formula, charge and spin) in kcal per mole: 70.08
Total energy in eV: -11766.2396

Atomic partial charges in e from the Mulliken method, atoms 1 to 5:
1 O -0.522
2 C 0.258
3 N 0.248
4 O -0.340
5 H 0.351

---

[8]
C2HNO4 | ωB97M-V/def2-TZVPD

```
8
Properties=species:S:1:pos:R:3:forces:R:3
C -0.00556 1.39685 -0.91777 -0.608 -0.506 -1.695
C 1.13485 -1.07254 0.75133 -2.074 0.962 -0.435
N -0.03335 -1.16164 0.75906 -5.201 0.003 0.294
O -1.09772 1.06363 -0.97974 -3.309 -0.690 1.120
O 2.23365 -0.98622 0.43151 3.568 -0.132 0.037
O -1.44194 -0.83988 1.05188 1.437 2.214 -3.503
O 1.04008 1.68797 -1.20739 3.800 1.263 0.440
H -1.83001 -0.08819 0.11111 2.388 -3.114 3.741
```
Positions in Å, forces in eV/Å.

Results
Largest force on an atom in eV Å⁻¹: 5.42
Orbital gap in eV: 10.1108
E_LUMO in eV: -0.1
Energy relative to the best compared isomer or geometry (same formula, charge and spin) in kcal per mole: 67.82
Total energy in eV: -11766.3373

Atomic partial charges in e from the Mulliken method, atoms 1 to 5:
1 C 0.665
2 C 0.425
3 N -0.095
4 O -0.458
5 O -0.419